1.
{
  "formula": "C10H27N4",
  "method": "wB97M-V/def2-TZVPD",
  "charge": 1,
  "gap_ev": 7.364,
  "e_homo_ha": -0.40566,
  "elements": ["N", "N", "N", "N", "C", "C", "C", "C", "C", "C", "C", "C", "C", "C", "H", "H", "H", "H", "H", "H", "H", "H", "H", "H", "H", "H", "H", "H", "H", "H", "H", "H", "H", "H", "H", "H", "H", "H", "H", "H", "H"],
  "positions_angstrom": [[4.1892, 0.8480, 0.1552], [-0.1511, -0.2455, -0.1310], [-4.1149, -0.1119, 0.6619], [1.7403, -1.5543, -0.1502], [1.4003, -2.5894, -1.2103], [2.9965, 1.4098, 0.2200], [2.4530, 1.9575, 1.4824], [2.2931, 1.9150, -1.0366], [-4.3056, 1.3593, 0.3781], [1.1110, -0.4599, 0.3033], [-4.9477, -0.9588, -0.1244], [-0.8726, 0.9315, 0.2034], [-1.1812, -1.1715, -0.6518], [2.9372, -1.8787, 0.6149], [3.7901, -1.6689, -0.0717], [-4.1083, -0.1668, 1.7033], [-3.9340, 1.6396, -0.5530], [-3.6623, 1.8326, 1.0490], [-4.6278, -0.7736, -1.2895], [-1.3049, -1.3065, -1.7414], [1.8547, 1.1583, 1.8682], [4.8235, 0.8352, 0.9834], [-2.1487, -0.9155, -0.2375], [-0.9208, -2.1796, -0.2081], [3.2964, 2.3760, 2.2017], [-5.2954, 1.7078, 0.6067], [2.3105, 1.0500, -1.7880], [0.8432, -3.6128, -0.8762], [-4.8573, -1.9896, 0.2257], [-6.0561, -0.6750, -0.1860], [2.3265, -2.9694, -1.5422], [1.2264, 2.0609, -0.7657], [-0.1986, 1.5071, 0.9056], [-1.8976, 0.8709, 0.6188], [2.9568, -2.9837, 0.8455], [1.8392, 2.7989, 1.1610], [2.9862, -1.2423, 1.3720], [-0.9822, 1.5600, -0.7618], [4.6729, 0.8011, -0.7567], [2.6484, 2.8852, -1.4533], [0.8716, -2.0512, -2.0250]]
}

2.
{
  "formula": "C10H28BN2O2P",
  "method": "wB97M-V/def2-TZVPD",
  "smiles": "CP(O)BC[C@H](O)CN.CCN(CC)CC",
  "gap_ev": 8.326,
  "e_homo_ha": -0.29886,
  "elements": ["P", "O", "O", "N", "N", "C", "C", "C", "C", "C", "C", "C", "C", "C", "C", "B", "H", "H", "H", "H", "H", "H", "H", "H", "H", "H", "H", "H", "H", "H", "H", "H", "H", "H", "H", "H", "H", "H", "H", "H", "H", "H", "H", "H"],
  "positions_angstrom": [[-1.7048, -1.1243, -0.4830], [-5.9828, -0.2206, -1.9025], [-2.1269, -1.8568, 0.9684], [-7.4269, -0.7448, 1.4670], [3.9875, 0.9532, -0.4401], [5.4104, 1.2170, -0.3138], [-4.5141, 0.0101, -0.0098], [-0.6906, 0.2852, 0.1629], [6.1733, 0.9988, -1.6113], [3.2044, 1.4364, 0.6828], [-5.8554, -0.5321, -0.5138], [3.6329, -0.3641, -0.9449], [3.4391, 0.8020, 2.0590], [4.1452, -1.5892, -0.1775], [-7.0524, 0.0212, 0.2819], [-3.2836, -0.1720, -0.9582], [-6.8269, 1.0370, 0.6153], [5.5133, 2.2643, -0.0163], [-1.2410, 1.2243, 0.2209], [-0.3475, 0.0199, 1.1618], [-2.1014, -2.8106, 0.8400], [5.2030, -1.4939, 0.0729], [-4.3242, -0.4184, 0.9794], [6.1971, -0.0518, -1.9027], [-4.6189, 1.0987, 0.1153], [-3.2890, 0.3047, -2.0509], [3.5945, -1.7629, 0.7458], [2.1484, 1.3338, 0.4200], [7.2066, 1.3268, -1.4915], [0.1730, 0.4331, -0.4836], [3.0259, -0.2041, 2.1236], [2.9504, 1.4042, 2.8275], [4.0354, -2.4814, -0.7968], [2.5422, -0.4054, -1.0094], [-7.9136, 0.0846, -0.3852], [5.8888, 0.6237, 0.4820], [3.9859, -0.4346, -1.9763], [-6.5320, -0.8887, -2.3218], [-5.8676, -1.6212, -0.3702], [4.5002, 0.7523, 2.3067], [3.3867, 2.5126, 0.7654], [-6.6271, -0.8647, 2.0774], [-7.7390, -1.6728, 1.2067], [5.7218, 1.5706, -2.4232]]
}

3.
{
  "formula": "C10H28Cl2CrO10S3",
  "method": "wB97M-V/def2-TZVPD",
  "s2": 6.01,
  "spin_multiplicity": 5,
  "gap_ev": [7.537, 9.034],
  "e_homo_ha": [-0.26440, -0.31943],
  "elements": ["Cr", "Cl", "Cl", "S", "S", "S", "O", "O", "O", "O", "O", "O", "O", "O", "O", "O", "C", "C", "C", "C", "C", "C", "C", "C", "C", "C", "H", "H", "H", "H", "H", "H", "H", "H", "H", "H", "H", "H", "H", "H", "H", "H", "H", "H", "H", "H", "H", "H", "H", "H", "H", "H", "H", "H"],
  "positions_angstrom": [[1.0042, -0.7393, 1.0788], [-0.9814, -0.8627, 2.4728], [3.0243, -0.7634, -0.5144], [-0.8298, 1.4296, -1.2017], [0.4867, -3.8688, -0.5208], [1.3293, 2.3543, 2.5926], [-0.5614, 2.8361, -1.1096], [0.5918, -2.7821, 0.4259], [-2.4057, 1.1800, -1.1707], [2.0547, -1.5508, 2.7789], [0.2432, -3.0991, -1.9328], [-0.5176, -4.8992, -0.3714], [1.5431, 1.1580, 1.8161], [2.3787, 3.3554, 2.6135], [-0.2187, 0.5032, -0.2839], [0.0050, 3.0309, 1.9651], [-4.6166, 1.4174, -1.9685], [2.1359, -4.5818, -0.7556], [0.6233, -3.2064, -4.2805], [-1.6566, 4.7398, 1.8094], [-0.2680, 4.3878, 2.3320], [-3.2641, 2.0870, -1.9392], [3.4382, -1.7743, 3.0780], [-0.3811, 0.8789, -2.8565], [0.7132, 1.9175, 4.2277], [0.0419, -3.9528, -3.0904], [-3.2861, 3.0092, -1.3619], [1.6800, -3.0242, -4.0984], [-5.2724, 1.7838, -2.7551], [0.7004, 0.9252, -2.9577], [-0.7953, -0.1068, -3.0358], [3.6012, -2.8499, 2.9262], [-2.4405, 4.3451, 2.4533], [1.4854, -1.9740, 3.4323], [4.0940, -1.3112, 2.3484], [-1.0401, -4.0391, -3.1792], [2.6153, -3.9977, -1.5331], [0.5581, -3.8942, -5.1295], [0.6880, 2.8143, 4.8315], [-1.7433, 4.3114, 0.8094], [0.0248, -2.3310, -4.5128], [-4.5489, 0.3314, -2.0411], [0.5227, -4.9261, -2.9976], [-0.2437, 4.4640, 3.4209], [-0.7878, 1.6576, -3.5017], [3.6849, -1.5442, 4.1118], [1.3860, 1.1520, 4.6126], [-2.7989, 2.2186, -2.9135], [-5.1053, 1.5681, -1.0034], [0.4612, 5.0576, 1.8808], [2.0488, -5.6552, -0.8825], [-0.2036, 1.3896, 3.9534], [2.5982, -4.3847, 0.2118], [-1.7957, 5.8153, 1.7167]]
}

4.
{
  "formula": "C10H28Cl3O12P3",
  "method": "wB97M-V/def2-TZVPD",
  "smiles": "COP(=O)(OC)OC.COP(=O)(OC)OC.COP(=O)(OC)OC.ClC(Cl)Cl",
  "gap_ev": 10.695,
  "e_homo_ha": -0.37728,
  "elements": ["Cl", "Cl", "Cl", "P", "P", "P", "O", "O", "O", "O", "O", "O", "O", "O", "O", "O", "O", "O", "C", "C", "C", "C", "C", "C", "C", "C", "C", "C", "H", "H", "H", "H", "H", "H", "H", "H", "H", "H", "H", "H", "H", "H", "H", "H", "H", "H", "H", "H", "H", "H", "H", "H", "H", "H", "H", "H"],
  "positions_angstrom": [[-0.6739, 1.9507, 2.7279], [-3.0598, 0.9780, 1.3154], [-1.6824, -0.5986, 3.3714], [2.0572, 0.3770, 5.8624], [-1.4501, -2.3346, -2.0916], [-0.3161, 2.5424, -3.5789], [0.5331, 3.7409, -3.3735], [-0.1777, -2.8125, -2.9928], [-0.4856, 1.8020, -2.1277], [3.6963, 0.5209, 5.7771], [-2.0376, -3.7329, -1.6449], [-2.4527, -1.7927, -3.2458], [1.7415, -0.6411, 4.6828], [1.5618, 1.7901, 5.2519], [-1.8520, 2.7969, -3.9607], [-1.2306, -1.2878, -1.0160], [1.4200, 0.0922, 7.1899], [0.2338, 1.4420, -4.6495], [-1.4694, 0.5514, 2.0659], [1.7775, 3.0344, 5.9521], [-2.8797, -2.6234, -4.3308], [-0.5563, 0.2648, -4.9979], [0.6462, 1.4946, -1.2656], [2.1511, -0.4076, 3.3428], [1.1540, -2.7793, -2.5144], [-3.1796, -3.7923, -0.8293], [-2.2485, 3.9314, -4.6728], [4.5081, -0.3180, 6.5523], [-2.1434, -2.4805, -5.1216], [-2.8238, -4.3074, 0.0630], [-3.5275, -2.8574, -0.3899], [1.6560, -3.6694, -2.8936], [-0.6980, 0.3080, -6.0778], [0.9291, 0.4675, -1.4959], [-0.7868, 0.1452, 1.3194], [2.2219, 2.9523, 6.9440], [1.7660, -1.9436, -2.8537], [-2.8466, 3.7042, -5.5553], [0.7984, 3.4735, 6.1434], [-2.9961, 4.4509, -4.0733], [5.0993, 0.2478, 7.2724], [1.2875, -0.4456, 2.6789], [5.1409, -0.8127, 5.8155], [2.6339, 0.5541, 3.1691], [3.9851, -1.1633, 6.9995], [-2.9201, -3.6877, -4.0990], [-1.5334, 0.2269, -4.5165], [-3.9896, -4.3979, -1.2358], [-3.8504, -2.2337, -4.6372], [0.3744, 1.5342, -0.2108], [2.7556, -1.2717, 3.0673], [2.4117, 3.7417, 5.4176], [0.0298, -0.6345, -4.8087], [1.2386, -2.8753, -1.4320], [1.4957, 2.1696, -1.3697], [-1.4367, 4.6158, -4.9189]]
}

5.
{
  "formula": "C10H28CrN2P2",
  "method": "wB97M-V/def2-TZVPD",
  "s2": 3.83,
  "spin_multiplicity": 4,
  "charge": 1,
  "gap_ev": [8.787, 8.382],
  "e_homo_ha": [-0.40019, -0.41029],
  "elements": ["Cr", "P", "P", "N", "N", "C", "C", "C", "C", "C", "C", "C", "C", "C", "C", "H", "H", "H", "H", "H", "H", "H", "H", "H", "H", "H", "H", "H", "H", "H", "H", "H", "H", "H", "H", "H", "H", "H", "H", "H", "H", "H", "H"],
  "positions_angstrom": [[-0.1917, -0.0683, -0.7245], [0.4579, 2.0893, -1.0918], [0.4160, -2.1596, -1.2526], [-0.8483, -0.1585, 1.2042], [-0.7336, 0.1060, 3.3879], [-1.9621, -0.4905, 3.1148], [0.6526, 3.0476, 0.4344], [-0.0804, 0.2665, 2.2234], [-0.9698, 2.9349, -1.8699], [1.9308, -2.7288, -2.0755], [1.8255, 2.6879, -2.1248], [-0.9097, -3.0201, -2.1437], [-2.0338, -0.6382, 1.7627], [-0.2655, 0.4936, 4.7086], [0.5035, -3.0859, 0.3264], [0.9235, 0.6830, 2.1601], [1.8205, 3.7904, -2.1503], [-1.1521, 2.5160, -2.8662], [1.4938, 2.6233, 0.9922], [1.7194, 2.2845, -3.1401], [-0.7852, 4.0159, -1.9587], [1.3144, -2.6662, 0.9344], [-0.2605, 2.9713, 1.0352], [-1.8524, 0.5014, -1.4254], [1.9416, -3.8299, -2.1451], [-0.9897, -2.5600, -3.1351], [-0.9610, 1.2194, 5.1649], [-2.8462, -1.0285, 1.1740], [-0.4353, -2.9814, 0.8833], [0.8529, 4.0961, 0.1819], [-0.2133, -0.3832, 5.3723], [-2.6480, -0.7497, 3.9045], [2.7943, -2.3790, -1.4911], [-1.7684, -0.3142, -1.5290], [1.3406, 0.5285, -0.5040], [2.7586, 2.3235, -1.6769], [0.7014, -4.1495, 0.1326], [1.9681, -2.2843, -3.0789], [-0.7029, -4.0932, -2.2327], [-1.8628, 2.7670, -1.2550], [0.7269, 0.9501, 4.6250], [-1.8479, -2.8463, -1.6024], [0.1783, -0.2809, -2.2489]]
}

6.
{
  "formula": "C10H28IrN4OS",
  "method": "wB97M-V/def2-TZVPD",
  "s2": 8.77,
  "spin_multiplicity": 6,
  "charge": 4,
  "gap_ev": [9.368, 6.872],
  "e_homo_ha": [-0.84916, -0.86968],
  "elements": ["Ir", "S", "O", "N", "N", "N", "N", "C", "C", "C", "C", "C", "C", "C", "C", "C", "C", "H", "H", "H", "H", "H", "H", "H", "H", "H", "H", "H", "H", "H", "H", "H", "H", "H", "H", "H", "H", "H", "H", "H", "H", "H", "H", "H", "H"],
  "positions_angstrom": [[0.7005, 0.6437, -0.6586], [-1.6360, -2.6584, -0.9079], [-0.5845, -1.5924, -0.9122], [-1.3369, 1.6242, -0.9029], [0.4954, 2.3627, 1.2577], [2.0804, -0.0703, 0.9908], [1.9114, 2.4660, -1.3196], [-0.7781, -3.9313, -3.2696], [1.3593, 3.5152, 0.8825], [-1.9958, -3.3319, -2.6170], [2.2455, 0.8529, 2.1541], [-1.4845, 2.8923, -0.1324], [0.9377, 1.5785, 2.4229], [-2.0576, -4.3439, 1.3336], [2.4458, 3.2237, -0.1578], [-1.1180, -4.0977, 0.1794], [-0.9427, 2.6891, 1.2722], [-1.5261, 1.8030, -1.8915], [1.0529, 2.2366, 3.2934], [0.0206, -3.2187, -3.4692], [-1.4891, 1.8802, 1.7604], [-2.0489, -3.5515, 2.0818], [-2.0460, 0.9603, -0.5960], [1.7191, -0.9674, 1.3157], [-1.7216, -5.2431, 1.8598], [0.1568, 0.8597, 2.6794], [-2.4250, -2.4969, -3.1739], [1.3036, 3.0658, -1.8799], [-0.0988, -3.8539, 0.4782], [1.8444, 3.9046, 1.7830], [-0.3844, -4.8111, -2.7638], [2.5306, 0.2982, 3.0494], [-0.9672, 3.6876, -0.6673], [3.0538, 1.5490, 1.9493], [-3.0784, -4.5575, 1.0173], [-1.1198, -4.2750, -4.2549], [2.8426, 4.1874, -0.4873], [2.9988, -0.2738, 0.5885], [3.2884, 2.6751, 0.2552], [-1.1280, -4.9354, -0.5241], [-2.5340, 3.1853, -0.0644], [-1.1085, 3.5927, 1.8721], [2.6895, 2.2238, -1.9384], [-2.7859, -4.0567, -2.3898], [0.7187, 4.3091, 0.5019]]
}

7.
{
  "formula": "C10H28NO14P2S2",
  "method": "wB97M-V/def2-TZVPD",
  "charge": -1,
  "gap_ev": 3.630,
  "e_homo_ha": -0.19709,
  "elements": ["S", "S", "P", "P", "O", "O", "O", "O", "O", "O", "O", "O", "O", "O", "O", "O", "O", "O", "N", "C", "C", "C", "C", "C", "C", "C", "C", "C", "C", "H", "H", "H", "H", "H", "H", "H", "H", "H", "H", "H", "H", "H", "H", "H", "H", "H", "H", "H", "H", "H", "H", "H", "H", "H", "H", "H", "H"],
  "positions_angstrom": [[3.3608, 0.5171, 6.0465], [3.7932, -1.7577, 4.2935], [-4.8878, -0.3800, -5.3623], [-0.4222, 0.8009, -0.3406], [-1.5969, -0.2964, 0.2989], [0.7526, 1.8981, -0.9801], [2.4399, 1.7938, 5.9369], [2.5612, -0.4850, 6.9368], [3.7662, -0.9334, 1.6356], [5.0929, -2.3087, 4.9849], [2.5190, -2.5620, 4.7180], [-1.1543, 0.7126, -1.8176], [0.6431, -0.2957, -0.2624], [5.5853, 2.5689, 8.7182], [-4.4212, 0.4531, -6.8049], [-5.4554, 0.9234, -4.7944], [-6.0841, -1.1481, -6.2014], [-5.3545, -1.2131, -3.9196], [3.6159, -0.0243, 4.4033], [5.2500, 2.4528, 7.2684], [-1.3265, 1.8919, -2.5777], [-3.6750, -0.3291, -7.7148], [1.1399, 2.8906, -0.0508], [-6.3145, -2.5246, -5.9771], [-4.2529, -1.5528, -3.1011], [4.0155, -2.1445, 2.4355], [-2.8550, 0.2879, 0.5684], [4.9849, 0.8750, 6.9120], [3.4789, -1.2786, 0.2117], [3.4776, -0.2321, -0.3622], [-2.7264, 1.2418, 1.0872], [-3.2019, 0.3344, -8.4426], [-2.8979, -0.8876, -7.1858], [-5.3957, -3.0465, -5.6946], [0.2735, 3.4972, 0.2205], [5.0762, -2.6465, 2.2259], [-3.5890, -2.2302, -3.6421], [1.8930, 3.5335, -0.5128], [6.3555, 1.9329, 8.9206], [-3.4026, 0.4430, -0.3643], [-1.4465, 2.7705, -1.9374], [-3.7054, -0.6498, -2.8109], [4.3470, 3.1696, 7.0687], [5.8627, 0.4726, 6.2191], [-4.3357, -1.0210, -8.2426], [-4.6205, -2.0567, -2.2041], [1.5621, 2.4244, 0.8457], [-2.2224, 1.7882, -3.1962], [-0.4689, 2.0305, -3.2392], [2.4153, -1.8131, 0.1411], [5.0189, 0.2829, 7.9350], [3.2015, -2.9447, 2.0942], [-7.0657, -2.6481, -5.1944], [-3.4271, -0.3892, 1.2072], [6.2353, 2.8076, 6.6984], [4.2888, -2.0211, -0.2024], [-6.7007, -2.9745, -6.8960]]
}

8.
{
  "formula": "C10H28O4",
  "method": "wB97M-V/def2-TZVPD",
  "gap_ev": 9.576,
  "e_homo_ha": -0.33252,
  "elements": ["O", "O", "O", "O", "C", "C", "C", "C", "C", "C", "C", "C", "C", "C", "H", "H", "H", "H", "H", "H", "H", "H", "H", "H", "H", "H", "H", "H", "H", "H", "H", "H", "H", "H", "H", "H", "H", "H", "H", "H", "H", "H"],
  "positions_angstrom": [[0.1153, -2.6466, 1.6273], [1.5190, 1.0161, -0.7208], [-2.0642, 3.6724, -0.1218], [0.4886, -0.5271, -0.2670], [0.1619, -0.0006, -2.4410], [0.8243, -3.3368, 0.6044], [-2.0370, 1.7915, 1.4912], [1.3314, -4.5893, 1.2815], [1.8604, -2.4124, -0.1642], [-0.2667, 0.1811, 0.7088], [-3.3562, 4.0684, 1.7750], [2.5289, 0.9679, -2.8955], [1.5700, 0.2826, -1.8684], [-2.7949, 2.9656, 0.8585], [0.0383, -3.7121, -0.0509], [0.2455, -0.6206, -3.3336], [-2.6893, 1.2407, 2.1689], [2.9642, 0.3726, -3.6982], [-3.8756, 4.7845, 1.1382], [-1.2210, 2.0693, 2.1583], [-3.6083, 2.4911, 0.3095], [2.1465, -2.6813, -1.1811], [-0.3015, -0.3356, 1.6679], [-4.0371, 3.6524, 2.5175], [1.6396, -1.3492, -0.0703], [-1.6356, 1.1957, 0.6714], [-1.2744, 0.3537, 0.3307], [0.2012, 1.1526, 0.8678], [0.3014, -1.4652, -0.1860], [1.8496, -4.4051, 2.2226], [-2.6180, 4.6695, 2.3059], [3.3441, 1.4013, -2.3162], [0.8734, 0.5609, -0.1753], [0.6279, -5.3893, 1.5122], [-0.3894, 0.8871, -2.7510], [0.7623, -2.5229, 2.3257], [2.0197, 1.8293, -3.3278], [2.7872, -2.3521, 0.4064], [-0.4307, -0.5502, -1.7096], [2.0397, -5.0532, 0.5949], [-1.5406, 3.0677, -0.6527], [1.9002, -0.7244, -1.6134]]
}